Model A:
DFT (the ωB97M-V functional and the def2-TZVPD basis) results for a cluster of 2 separate species, C3H7FO2S in total.

Its LUMO energy is 0.189 eV. As for the HOMO energy: -9.79 eV. The calculation puts the HOMO-LUMO gap at 10.0 eV.

Geometry as ORCA input:
```
! RIJCOSX wB97M-V def2-TZVPD def2/J DEFGRID3
* xyz 0 1
C -0.76 -1.10 -0.82
C 0.23 0.12 1.17
C -0.48 0.18 -0.16
O 3.72 0.41 -1.01
O -0.74 1.21 -0.66
F 4.61 2.67 -0.22
S 3.38 1.81 -1.04
H -0.63 -1.99 -0.15
H -1.90 -1.13 -1.10
H -0.21 -1.14 -1.74
H 0.26 1.09 1.58
H 1.20 -0.14 0.83
H -0.42 -0.46 1.93
H 2.59 1.93 0.13
*
```

Model B:
DFT (the ωB97M-V functional and the def2-TZVPD basis) results for a structure of composition C3H7FO2S.

Its LUMO energy (spin up / spin down) is -0.825 / -0.825 eV. As for the HOMO energy (spin up / spin down): -9.96 / -9.96 eV. The calculation puts the HOMO-LUMO gap (spin up / spin down) at 9.1 / 9.1 eV.

Geometry as ORCA input:
```
! RIJCOSX wB97M-V def2-TZVPD def2/J DEFGRID3
* xyz 0 1
C 1.22 -0.98 0.60
C 0.75 1.23 -0.57
C 0.43 -0.14 -0.36
O -2.17 1.11 0.84
O -2.50 -1.39 0.88
F -2.41 -0.11 -1.28
S -1.86 -0.19 0.33
H 0.95 -1.99 0.34
H 2.27 -0.93 0.68
H 0.81 -0.79 1.53
H 1.35 1.64 0.19
H -0.03 1.93 -0.63
H 1.39 1.22 -1.42
H -0.20 -0.60 -1.16
*
```

Least stable = model B

Model A:
DFT (the ωB97M-V functional and the def2-TZVPD basis) results for the molecule C2H3NS4.

Its LUMO energy (spin up / spin down) is -2.547 / -2.653 eV. As for the HOMO energy (spin up / spin down): -8.75 / -8.72 eV. The calculation puts the HOMO-LUMO gap (spin up / spin down) at 6.2 / 6.1 eV.

Geometry as ORCA input:
```
! RIJCOSX wB97M-V def2-TZVPD def2/J DEFGRID3
* xyz 0 1
C 0.81 -0.66 -0.07
C 0.05 0.64 0.10
N 2.00 -0.82 -0.21
S 1.06 2.11 0.12
S 3.30 -0.03 -0.19
S -1.02 0.48 -1.40
S -1.07 0.36 1.68
H 0.16 -1.57 -0.27
H -0.68 1.57 -2.19
H -2.30 0.43 0.97
*
```

Model B:
DFT (the ωB97M-V functional and the def2-TZVPD basis) results for a cluster of 2 separate species, C2H3NS4 in total.

Its LUMO energy (spin up / spin down) is -1.701 / -1.238 eV. As for the HOMO energy (spin up / spin down): -7.24 / -8.53 eV. The calculation puts the HOMO-LUMO gap (spin up / spin down) at 5.5 / 7.3 eV.

Geometry as ORCA input:
```
! RIJCOSX wB97M-V def2-TZVPD def2/J DEFGRID3
* xyz 0 1
C -0.28 -0.07 1.16
C 0.22 -0.70 0.01
N -1.47 0.35 1.08
S -0.95 -0.98 -1.20
S -2.40 0.19 -0.24
S 1.00 1.89 -0.78
S 1.69 -1.52 0.04
H 0.19 -0.29 2.17
H 0.05 2.72 -0.89
H 1.94 -1.58 -1.35
*
```

Model C:
DFT (the ωB97M-V functional and the def2-TZVPD basis) results for the molecule C2H3NS4.

Its SMILES is S=C(S)/C=N/SS. Its LUMO energy is -1.032 eV. As for the HOMO energy: -8.71 eV. The calculation puts the HOMO-LUMO gap at 7.7 eV.

Geometry as ORCA input:
```
! RIJCOSX wB97M-V def2-TZVPD def2/J DEFGRID3
* xyz 0 1
S 2.69 0.24 -0.48
C 1.26 0.82 0.12
S 1.05 1.16 1.85
C 0.02 1.08 -0.62
N -1.14 0.76 -0.20
S -2.72 0.65 -0.22
S -2.76 -1.15 0.82
H 2.22 0.58 2.00
H 0.06 1.86 -1.29
H -2.92 -0.41 2.03
*
```

Least stable = model A